Record 1
{
  "formula": "C20H26Cl4CoN5O4SSi",
  "method": "ωB97M-V with the def2-TZVPD basis set",
  "species": ["Co", "N", "C", "C", "C", "C", "N", "C", "N", "N", "C", "O", "O", "H", "H", "H", "H", "H", "H", "H", "H", "H", "H", "H", "H", "H", "H", "Cl", "C", "C", "Cl", "C", "Cl", "C", "O", "C", "O", "C", "Cl", "C", "Si", "C", "C", "C", "C", "C", "C", "N", "C", "S", "H", "H", "H", "H", "H", "H", "H", "H", "H", "H", "H", "H"],
  "xyz": [[-0.914, 0.920, -1.267], [0.762, 0.465, -2.287], [1.588, 1.623, -2.644], [3.033, 1.571, -2.095], [3.276, 1.086, -0.640], [2.331, 1.542, 0.488], [1.926, 2.957, 0.480], [2.747, 3.987, 0.490], [3.974, 3.861, 1.038], [2.342, 5.144, -0.041], [0.940, 2.926, -2.176], [1.524, 3.990, -2.448], [-0.096, 2.819, -1.463], [1.240, -0.247, -1.715], [0.386, -0.009, -3.101], [1.669, 1.706, -3.729], [3.417, 2.583, -2.229], [3.639, 0.923, -2.735], [4.309, 1.360, -0.401], [3.215, -0.003, -0.594], [2.770, 1.281, 1.455], [1.394, 0.988, 0.423], [0.999, 3.126, 0.080], [4.151, 3.070, 1.633], [4.546, 4.675, 1.168], [1.735, 5.019, -0.873], [2.996, 5.908, -0.067], [-6.912, -1.305, -3.256], [-5.642, -0.414, -2.478], [-5.940, 0.603, -1.591], [-7.591, 1.013, -1.244], [-4.897, 1.310, -0.969], [-5.233, 2.589, 0.162], [-3.567, 1.022, -1.236], [-2.552, 1.661, -0.700], [-3.261, -0.029, -2.148], [-1.987, -0.261, -2.356], [-4.299, -0.726, -2.748], [-3.881, -2.004, -3.848], [0.232, -4.912, 0.434], [0.274, -3.864, 1.982], [-0.846, -4.736, 3.228], [1.990, -3.858, 2.737], [-0.410, -2.126, 1.801], [-1.386, -1.665, 2.662], [-1.872, -0.363, 2.554], [-1.402, 0.403, 1.517], [-0.485, -0.017, 0.621], [0.078, -1.239, 0.796], [1.435, -1.730, -0.160], [0.176, -5.971, 0.704], [1.117, -4.743, -0.178], [-0.642, -4.668, -0.175], [-0.573, -5.793, 3.291], [-1.895, -4.682, 2.925], [-0.762, -4.311, 4.232], [2.309, -4.876, 2.980], [2.006, -3.268, 3.657], [2.704, -3.423, 2.038], [-1.783, -2.320, 3.430], [-2.618, 0.031, 3.230], [-1.786, 1.400, 1.356]],
  "homo_energy_ev": [-3.825, -3.925],
  "s_squared": 0.9652,
  "multiplicity": 2,
  "de_lowest_kj_mol": 0.0,
  "gap_ev": [5.390, 5.490],
  "charge": -1,
  "fmax_ev_per_a": 1.00
}


Record 2
{
  "formula": "C20H26Cl8N2O4",
  "method": "ωB97M-V with the def2-TZVPD basis set",
  "species": ["Cl", "C", "C", "Cl", "H", "H", "H", "H", "Cl", "C", "C", "Cl", "H", "H", "H", "H", "Cl", "C", "C", "Cl", "H", "H", "H", "H", "Cl", "C", "C", "Cl", "H", "H", "H", "H", "C", "C", "C", "C", "C", "C", "N", "O", "O", "H", "H", "H", "H", "H", "C", "C", "C", "C", "C", "C", "N", "O", "O", "H", "H", "H", "H", "H"],
  "xyz": [[8.448, -8.546, -6.466], [8.952, -8.175, -4.801], [10.024, -9.216, -4.656], [9.318, -10.781, -4.474], [8.062, -8.138, -4.172], [9.359, -7.164, -4.826], [10.580, -9.023, -3.738], [10.761, -9.281, -5.456], [-6.221, 5.423, 7.599], [-4.713, 5.532, 8.553], [-3.716, 4.652, 7.914], [-3.227, 5.171, 6.276], [-4.791, 5.269, 9.607], [-4.380, 6.561, 8.416], [-3.935, 3.584, 7.925], [-2.884, 4.608, 8.617], [3.729, 12.751, 2.060], [3.253, 14.342, 2.673], [4.347, 15.399, 2.478], [3.946, 17.011, 3.154], [3.157, 14.270, 3.756], [2.300, 14.620, 2.223], [4.549, 15.525, 1.414], [5.170, 14.881, 2.970], [-7.447, 0.893, -0.313], [-7.382, 0.462, 1.457], [-8.688, 1.003, 2.034], [-8.968, 0.275, 3.671], [-6.469, 0.948, 1.801], [-7.323, -0.619, 1.585], [-9.569, 0.850, 1.410], [-8.519, 2.077, 2.118], [-4.628, -6.539, -4.651], [-4.956, -7.778, -5.322], [-4.642, -8.930, -4.525], [-4.131, -8.847, -3.184], [-3.717, -7.606, -2.707], [-4.071, -6.471, -3.407], [-4.074, -10.010, -2.288], [-3.693, -9.756, -1.124], [-4.439, -11.171, -2.662], [-4.776, -5.621, -5.200], [-5.460, -7.818, -6.277], [-5.074, -9.869, -4.841], [-3.133, -7.443, -1.813], [-3.927, -5.474, -3.018], [2.221, 2.063, 0.033], [2.238, 0.681, -0.293], [3.405, 0.188, -0.802], [4.550, 1.031, -1.056], [4.605, 2.305, -0.536], [3.431, 2.837, 0.028], [5.642, 0.445, -1.892], [6.799, 0.848, -1.791], [5.373, -0.693, -2.392], [1.288, 2.513, 0.341], [1.343, 0.089, -0.175], [3.259, -0.857, -1.033], [5.539, 2.846, -0.558], [3.304, 3.865, 0.334]],
  "homo_energy_ev": -10.030,
  "de_lowest_kj_mol": 311.4,
  "gap_ev": 9.116,
  "fmax_ev_per_a": 4.19,
  "smiles": "O=[N+]([O-])c1ccccc1.O=[N+]([O-])c1ccccc1.ClCCCl.ClCCCl.ClCCCl.ClCCCl"
}


Record 3
{
  "formula": "C20H26CoIN7Sb",
  "method": "ωB97M-V with the def2-TZVPD basis set",
  "species": ["Co", "I", "C", "C", "N", "N", "C", "H", "H", "H", "C", "Sb", "C", "C", "H", "H", "H", "H", "H", "H", "H", "H", "H", "C", "C", "C", "C", "N", "C", "N", "N", "N", "H", "H", "H", "H", "H", "H", "H", "H", "H", "H", "N", "C", "C", "C", "C", "C", "C", "C", "C", "C", "H", "H", "H", "H"],
  "xyz": [[0.484, -0.161, -0.517], [6.347, -1.547, 0.194], [4.613, -0.533, -0.204], [4.483, 0.774, -0.611], [3.168, 1.012, -0.749], [2.434, -0.078, -0.460], [3.303, -1.026, -0.131], [5.222, 1.532, -0.809], [2.719, 1.865, -1.033], [2.948, -2.007, 0.135], [-2.834, -2.348, -0.503], [-1.989, -0.447, -0.803], [-2.774, 0.105, -2.690], [-3.168, 0.772, 0.475], [-3.908, -2.301, -0.671], [-2.624, -2.681, 0.511], [-2.375, -3.048, -1.198], [-3.857, 0.001, -2.695], [-2.345, -0.536, -3.458], [-2.504, 1.139, -2.900], [-4.226, 0.564, 0.328], [-2.977, 1.819, 0.240], [-2.903, 0.575, 1.512], [0.770, 5.917, -0.594], [-0.206, 5.972, 0.577], [0.528, 6.023, 1.913], [-1.222, 4.831, 0.526], [-0.594, 3.504, 0.577], [-0.179, 2.780, 1.634], [0.394, 1.684, 1.205], [0.292, 1.769, -0.146], [-0.294, 2.835, -0.533], [1.400, 6.807, -0.599], [0.255, 5.865, -1.553], [1.432, 5.051, -0.515], [-0.810, 6.878, 0.480], [1.190, 5.161, 2.038], [-0.163, 6.055, 2.758], [1.155, 6.912, 1.967], [-1.798, 4.852, -0.397], [-1.910, 4.879, 1.370], [-0.310, 3.073, 2.662], [-0.130, -9.950, 0.713], [-0.029, -8.816, 0.562], [0.095, -7.395, 0.372], [0.021, -6.540, 1.469], [0.134, -5.175, 1.283], [0.323, -4.650, 0.002], [0.402, -5.516, -1.090], [0.288, -6.882, -0.908], [0.420, -3.230, -0.182], [0.452, -2.023, -0.312], [-0.125, -6.950, 2.459], [0.081, -4.502, 2.128], [0.555, -5.112, -2.082], [0.348, -7.555, -1.752]],
  "homo_energy_ev": [-10.611, -10.573],
  "s_squared": 0.7664,
  "multiplicity": 2,
  "de_lowest_kj_mol": 0.0,
  "gap_ev": [7.912, 7.918],
  "charge": 1,
  "fmax_ev_per_a": 0.59
}


Record 4
{
  "formula": "C20H26F2O21Pb",
  "method": "ωB97M-V with the def2-TZVPD basis set",
  "species": ["Pb", "O", "C", "O", "O", "H", "O", "C", "O", "O", "H", "C", "C", "C", "O", "C", "O", "O", "H", "H", "H", "H", "H", "H", "C", "C", "C", "O", "C", "O", "O", "H", "H", "H", "H", "H", "H", "C", "C", "C", "O", "C", "O", "O", "H", "H", "H", "H", "H", "H", "C", "C", "O", "C", "O", "O", "F", "H", "H", "H", "C", "C", "O", "C", "O", "O", "F", "H", "H", "H"],
  "xyz": [[0.030, -0.369, -0.694], [-1.878, 2.684, -5.399], [-1.740, 2.112, -4.219], [-2.299, 1.013, -3.934], [-0.972, 2.569, -3.321], [-2.425, 2.088, -5.915], [2.738, -4.281, 3.029], [2.058, -3.556, 2.154], [1.046, -2.902, 2.535], [2.464, -3.288, 1.045], [3.195, -4.724, 2.311], [0.620, 6.823, 6.744], [0.783, 5.326, 6.300], [-0.403, 4.493, 6.720], [-0.596, 3.698, 5.580], [-0.065, 4.259, 4.480], [-0.181, 3.846, 3.347], [0.735, 5.296, 4.896], [1.542, 7.383, 6.585], [0.366, 7.000, 7.789], [-0.218, 7.208, 6.164], [1.755, 4.975, 6.646], [-1.231, 5.142, 7.005], [-0.339, 3.794, 7.554], [-7.044, -2.418, 5.285], [-6.809, -1.367, 4.248], [-6.515, -0.052, 4.937], [-5.517, 0.495, 4.073], [-5.059, -0.437, 3.235], [-4.263, -0.296, 2.277], [-5.633, -1.556, 3.462], [-6.320, -2.164, 6.059], [-6.904, -3.459, 4.991], [-8.010, -2.398, 5.790], [-7.698, -1.379, 3.618], [-6.120, -0.227, 5.938], [-7.358, 0.619, 5.100], [5.588, -1.837, -8.640], [4.353, -1.051, -8.240], [2.989, -1.552, -8.559], [2.200, -1.370, -7.405], [3.018, -1.370, -6.401], [2.664, -1.504, -5.236], [4.265, -0.987, -6.808], [6.537, -1.526, -8.203], [5.708, -1.732, -9.718], [5.495, -2.911, -8.477], [4.416, -0.029, -8.612], [3.012, -2.569, -8.951], [2.547, -1.050, -9.420], [-5.081, -6.087, 0.054], [-4.162, -7.205, 0.215], [-2.905, -6.633, -0.109], [-3.145, -5.502, -0.793], [-2.307, -4.819, -1.382], [-4.392, -5.215, -0.817], [-4.500, -8.178, -0.609], [-5.334, -5.639, 1.014], [-5.993, -6.433, -0.433], [-4.200, -7.542, 1.251], [7.424, 3.379, -2.670], [7.075, 4.524, -1.733], [6.067, 4.022, -0.964], [5.596, 2.884, -1.532], [4.679, 2.225, -1.104], [6.262, 2.660, -2.604], [6.570, 5.566, -2.402], [8.334, 2.887, -2.328], [7.557, 3.801, -3.666], [7.928, 4.845, -1.134]],
  "homo_energy_ev": -7.256,
  "de_lowest_kj_mol": 0.0,
  "gap_ev": 3.543,
  "fmax_ev_per_a": 6.20
}